[1]
The following is a quantum chemistry calculation of a structure of composition C30H27N2O8S2W, from the Open Molecules 2025 dataset.

Geometry (Å):
W1 -0.444099 0.905428 0.145388
O1 -1.342743 4.801017 -1.024631
C1 -1.296151 3.615011 -1.196091
O2 -0.598345 2.798994 -0.410929
C2 -1.995286 2.940202 -2.369045
C3 -1.037434 2.920269 -3.574394
C4 -1.595134 2.111367 -4.750304
C5 -1.143168 0.672531 -4.416440
C6 -0.326019 0.861010 -3.144966
O3 0.136343 2.167982 -3.187983
C7 -2.380114 1.495917 -2.048446
C8 -3.149083 1.319753 -0.742402
O4 -4.282590 1.698574 -0.639675
O5 -2.450188 0.723744 0.209152
H1 -2.885085 3.517942 -2.615285
H2 -0.716283 3.926945 -3.826505
H3 -1.143735 2.454612 -5.678235
H4 -2.675692 2.211817 -4.845468
H5 -0.484603 0.272422 -5.184312
H6 -1.953662 -0.041493 -4.281453
H7 0.481729 0.158565 -3.001618
H8 -3.005197 1.076284 -2.834608
C9 2.826207 0.531053 -1.718200
C10 2.822384 1.033177 -0.318490
N1 1.753437 1.301247 0.397652
C11 2.092861 1.837752 1.630956
C12 3.421531 1.935823 1.858073
S1 4.279111 1.381145 0.492822
C13 0.998888 2.270575 2.490633
C14 1.041483 3.053207 3.590807
S2 -0.543148 3.326794 4.165919
C15 -1.204828 2.387376 2.909526
N2 -0.277960 1.887353 2.116347
C16 -2.676793 2.222887 2.766164
H9 2.432414 1.304294 -2.380931
H10 2.208487 -0.360875 -1.801129
H11 3.837063 0.280027 -2.033445
H12 3.922189 2.305339 2.737222
H13 1.903126 3.495299 4.062123
H14 -3.178892 2.463838 3.700932
H15 -2.933682 1.212670 2.460394
H16 -3.049923 2.895738 1.990791
O6 -0.040324 -0.668623 1.643351
C17 0.284758 -1.865705 0.823577
C18 0.068314 -1.129642 -0.531672
O7 0.165168 -1.684798 -1.592601
O8 -1.164973 0.712278 -1.951942
C19 -0.729365 -2.947518 1.075406
C20 -2.078719 -2.613518 1.206314
C21 -3.025014 -3.608147 1.396570
C22 -2.636747 -4.940179 1.437536
C23 -1.299405 -5.275063 1.287066
C24 -0.345927 -4.283921 1.107641
C25 1.729670 -2.229423 1.086974
C26 2.582866 -2.595870 0.051571
C27 3.910687 -2.909554 0.318681
C28 4.392918 -2.858992 1.616978
C29 3.539038 -2.509867 2.655606
C30 2.214408 -2.201544 2.392413
H17 -0.466537 -0.856555 2.488764
H18 -2.403334 -1.581571 1.132931
H19 -4.068347 -3.341079 1.500698
H20 -3.376714 -5.716110 1.581137
H21 -0.993495 -6.312463 1.313694
H22 0.697040 -4.551415 0.999602
H23 2.204356 -2.665186 -0.959164
H24 4.564738 -3.203054 -0.492338
H25 5.426150 -3.105009 1.823473
H26 3.904507 -2.488159 3.674053
H27 1.556866 -1.942925 3.213769

Forces on atoms 1 to 3 (eV/Å):
0.273 -0.132 -0.275
0.052 0.019 0.017
-0.028 -0.068 -0.062

The value obtained for the LUMO energy (spin up / spin down) is -2.8 / -3.4 eV. As for the total charge: +1. Its spin multiplicity is 3.

---

[2]
The following is a quantum chemistry calculation of a structure of composition C30H28AsBrN2O2S2W, from the Open Molecules 2025 dataset.

Geometry (Å):
W1 -0.573185 0.553299 0.498281
O1 5.516080 1.693314 -0.446748
C1 4.277095 1.311384 -0.320223
C2 3.775819 0.042943 -0.671432
C3 2.447862 -0.235263 -0.492730
N1 1.570117 0.668326 0.009259
C4 2.091789 1.858998 0.339254
Br1 0.695760 2.946758 1.039816
C5 3.378734 2.261674 0.219381
H1 6.116512 1.027734 -0.820275
H2 4.429034 -0.716620 -1.080948
H3 2.041676 -1.200086 -0.748068
H4 3.723312 3.245496 0.509237
C6 -7.624484 -0.144442 -0.143424
C7 -6.887124 -0.887357 0.774439
C8 -5.512038 -0.738821 0.839401
C9 -4.912269 0.175332 -0.026267
C10 -5.628193 0.928085 -0.955329
C11 -7.001622 0.755310 -1.003445
As1 -3.030533 0.412253 0.075755
C12 -2.374983 1.853877 1.264973
C13 -2.657814 1.893722 2.653853
C14 -2.840847 3.111035 3.267928
C15 -2.777322 4.289198 2.510316
C16 -2.523251 4.278134 1.137520
C17 -2.340154 3.064799 0.504640
C18 -2.084310 2.841682 -0.929957
C19 -1.720086 3.798770 -1.861701
C20 -1.506907 3.412306 -3.182860
C21 -1.639187 2.082766 -3.581131
C22 -2.006043 1.111502 -2.663083
C23 -2.225572 1.487971 -1.329813
H5 -8.698122 -0.270702 -0.191053
H6 -7.385262 -1.583607 1.435358
H7 -4.934800 -1.316016 1.551957
H8 -5.140399 1.627018 -1.623465
H9 -7.587138 1.323883 -1.713318
H10 -2.735324 0.975984 3.226037
H11 -3.059866 3.166568 4.326027
H12 -2.947152 5.239039 3.004164
H13 -2.505389 5.209664 0.586199
H14 -1.609152 4.838242 -1.579783
H15 -1.239299 4.161835 -3.917247
H16 -1.482102 1.813265 -4.617180
H17 -2.158070 0.091084 -2.991678
O2 -0.308083 -1.336631 -0.143409
S1 -0.973466 -2.210636 -1.304902
C24 -2.007095 -3.432331 -0.449670
C25 -1.130893 -4.656048 -0.198207
C26 -0.278915 -4.800729 -1.453553
C27 0.330565 -3.421930 -1.712630
H18 -2.807145 -3.645812 -1.164465
H19 -2.448349 -2.948338 0.422716
H20 -1.755619 -5.530209 -0.019649
H21 -0.501256 -4.510959 0.682443
H22 -0.883515 -5.121210 -2.303154
H23 0.523461 -5.527888 -1.333036
H24 0.661151 -3.236396 -2.732735
H25 1.129010 -3.203069 -1.001065
S2 0.680043 -0.562992 4.809754
C28 -0.181149 -1.840815 4.077316
C29 -0.518816 -1.518149 2.808460
N2 -0.095278 -0.257513 2.414992
C30 0.556071 0.344923 3.406005
H26 -0.390927 -2.757077 4.607783
H27 -1.049501 -2.145551 2.113561
H28 0.974507 1.336652 3.335485

Forces on atoms 1 to 3 (eV/Å):
-0.021 0.025 0.108
0.005 0.013 0.004
-0.013 -0.023 -0.009

The value obtained for the LUMO energy (spin up / spin down) is -13.0 / -12.7 eV. As for the total charge: +4. Its spin multiplicity is 3.

---

[3]
The following is a quantum chemistry calculation of a structure of composition C30H28BF4I2N8O3Sn, from the Open Molecules 2025 dataset.

Geometry (Å):
Sn1 0.098559 -0.686345 0.038401
N1 1.242562 0.394209 -4.613862
C1 1.532602 -0.291924 -3.493847
N2 2.020038 0.214478 -2.409096
C2 2.191115 1.588767 -2.357259
N3 2.478828 2.210905 -1.265434
N4 2.391198 1.484566 -0.119002
C3 3.149842 1.837158 0.833180
C4 3.037338 1.162271 2.139331
C5 3.529435 1.786745 3.284207
C6 3.387774 1.160647 4.510618
C7 2.767055 -0.076565 4.561478
C8 2.316946 -0.630490 3.369915
N5 2.445144 -0.038279 2.188570
C9 2.060162 2.374918 -3.588559
C10 2.390405 3.726723 -3.664253
C11 2.225514 4.420676 -4.845006
C12 1.708814 3.772400 -5.966913
C13 1.365032 2.438490 -5.908174
C14 1.543632 1.740714 -4.715696
H1 0.715886 -0.070262 -5.335139
H2 1.333322 -1.351291 -3.552185
H3 3.889445 2.634217 0.722114
H4 3.990985 2.763041 3.203383
H5 3.748732 1.634271 5.415147
H6 2.631326 -0.605357 5.495045
H7 1.819463 -1.595087 3.366928
H8 2.764047 4.210111 -2.772537
H9 2.492935 5.467632 -4.901705
H10 1.578082 4.317133 -6.893467
H11 0.957381 1.929233 -6.773109
I1 -6.316133 -4.226054 3.469577
C15 -4.448255 -3.534736 2.809129
C16 -3.326110 -3.736497 3.594656
C17 -2.111542 -3.273440 3.128485
I2 -0.384055 -3.597759 4.272256
C18 -1.937239 -2.613606 1.885556
O1 -0.777715 -2.233362 1.488943
C19 -3.119241 -2.441806 1.111715
C20 -3.036141 -1.819604 -0.260901
N6 -2.409743 -0.488520 -0.259746
C21 -3.204684 0.491256 0.482310
C22 -2.403605 1.584019 1.141938
C23 -2.895030 2.883402 1.191648
C24 -2.201917 3.837195 1.912541
C25 -1.035668 3.467051 2.565364
C26 -0.606569 2.157856 2.435029
N7 -1.267506 1.234488 1.741450
C27 -4.339747 -2.896240 1.582996
H12 -3.393209 -4.239826 4.548693
H13 -4.048342 -1.774549 -0.682487
H14 -2.428621 -2.445255 -0.916134
H15 -2.344341 -0.166422 -1.222467
H16 -3.716892 -0.036191 1.292201
H17 -3.961945 0.941200 -0.163400
H18 -3.796646 3.137546 0.650154
H19 -2.564388 4.856312 1.963072
H20 -0.468557 4.174085 3.155728
H21 0.308223 1.828638 2.914880
H22 -5.221653 -2.758879 0.968042
N8 1.855106 -2.644119 0.272344
C28 1.764454 -3.916255 -0.456373
C29 0.326896 -4.185319 -0.893124
C30 -0.049335 -3.217407 -2.011229
O2 0.123881 -3.572848 -3.180542
O3 -0.443358 -2.046991 -1.667448
H23 2.811456 -2.332362 0.374913
H24 1.460259 -2.765676 1.201509
H25 2.120263 -4.756503 0.152533
H26 2.397789 -3.863349 -1.344659
H27 -0.339119 -4.060377 -0.035829
H28 0.252697 -5.198617 -1.283477
F1 -2.767560 1.754804 -2.301607
B1 -1.382941 1.995975 -2.455264
F2 -0.747449 1.704195 -1.203030
F3 -0.860936 1.118891 -3.415234
F4 -1.149635 3.322150 -2.796583

Forces on atoms 1 to 3 (eV/Å):
-0.352 -0.193 -0.110
0.508 -0.143 -0.211
-0.032 0.160 0.020

The value obtained for the LUMO energy is 2.1 eV. As for the total charge: -1.

---

[4]
The following is a quantum chemistry calculation of a structure of composition C30H28BrF6KN5O4S2 at a distorted geometry, from the Open Molecules 2025 dataset.

Geometry (Å):
K1 -0.921226 -0.022636 1.875608
C1 2.289423 4.100049 -0.077827
C2 2.309598 3.310287 1.194284
C3 2.442751 3.875070 2.455498
C4 2.383070 3.066016 3.578518
C5 2.168929 1.711693 3.380601
Br1 1.889734 0.621710 4.905290
N1 2.059876 1.135209 2.200224
C6 2.146853 1.929998 1.133865
H1 2.625286 5.125745 0.077100
H2 1.280874 4.132070 -0.493273
H3 2.928659 3.642622 -0.833372
H4 2.574611 4.945060 2.566103
H5 2.452865 3.468835 4.576958
H6 2.054895 1.452681 0.164591
F1 -2.761629 4.830601 3.118444
C7 -2.889488 3.501731 3.129407
F2 -4.047538 3.197074 3.717990
F3 -2.937150 3.085649 1.859012
S1 -1.438375 2.721974 4.026420
O1 -0.706352 2.075652 2.962524
O2 -0.855207 3.808018 4.743286
N2 -2.039928 1.653103 5.028740
S2 -2.424897 0.239373 4.415670
O3 -3.107147 0.332584 3.140096
O4 -1.384811 -0.750009 4.490423
C8 -3.706878 -0.256620 5.651604
F4 -3.252262 -0.141768 6.899298
F5 -4.041688 -1.534912 5.442028
F6 -4.805606 0.488418 5.528047
C9 2.406393 -2.888947 -3.143075
C10 2.119879 -3.592109 -1.851905
C11 2.192709 -4.980222 -1.775039
C12 2.040406 -5.651732 -0.577653
C13 1.812406 -4.935178 0.588676
C14 1.697608 -3.559398 0.533221
C15 1.832245 -2.889292 -0.680229
N3 1.762294 -1.482029 -0.684844
C16 0.941176 -0.671381 -1.437840
N4 -0.180647 -1.186924 -2.008998
C17 -1.134755 -2.093434 -1.384977
C18 -1.225861 -2.139556 0.008220
C19 -2.194026 -3.064052 0.443027
C20 -2.996770 -3.821256 -0.398097
C21 -2.875505 -3.680477 -1.770916
C22 -1.930511 -2.808464 -2.295762
C23 -1.831712 -2.628264 -3.785934
N5 1.370452 0.540768 -1.626318
C24 0.538070 1.544097 -2.128124
C25 -0.622245 1.958927 -1.471160
C26 -1.372389 3.025272 -1.940635
C27 -0.967397 3.709941 -3.074509
C28 0.189319 3.312983 -3.728948
C29 0.949092 2.244432 -3.280456
C30 2.190959 1.819243 -4.000165
H7 3.037867 -3.510833 -3.779427
H8 2.922408 -1.945703 -2.959269
H9 1.499538 -2.647600 -3.692103
H10 2.402971 -5.538680 -2.679512
H11 2.111341 -6.731293 -0.551883
H12 1.695629 -5.445818 1.534600
H13 1.457185 -2.986426 1.417215
H14 2.179377 -1.005318 0.100576
H15 -0.571570 -0.568755 -2.705919
H16 -2.354005 -3.201457 1.512099
H17 -3.728438 -4.509166 0.015033
H18 -3.509186 -4.244836 -2.448628
H19 -2.498939 -3.324120 -4.296516
H20 -0.821284 -2.793760 -4.160503
H21 -2.121067 -1.620452 -4.104714
H22 -0.949057 1.444838 -0.575522
H23 -2.265667 3.319033 -1.404876
H24 -1.541339 4.551254 -3.439091
H25 0.515456 3.847861 -4.614475
H26 2.484088 2.557676 -4.746116
H27 2.045141 0.862341 -4.506799
H28 3.011123 1.662994 -3.298883

Forces on atoms 1 to 3 (eV/Å):
0.674 -1.198 -1.165
0.062 0.176 -0.097
-0.009 -0.137 0.123

The value obtained for the LUMO energy is 2.4 eV. As for the total charge: -1.

---

Calculated values (eV) of DFT total energy for the records, taken in order: -74401.5751; -192976.3969; -83218.2333; -171550.6495.